Record 1
Below is a structure of composition C20H13BCl3F2IMnN3O2 in a non-equilibrium geometry, with properties calculated with wB97M-V/def2-TZVPD.

Total charge: +1
E_LUMO (alpha / beta), hartree: -0.1419 / -0.1387
Spin multiplicity: 4
M, Da: 664.352
Maximum force, eV Å⁻¹: 1.19
Orbital gap (alpha / beta), eV: 7.15 / 7.41

CARTESIAN COORDINATES (ANGSTROEM)
Mn -0.651 0.016 0.405
O -1.066 1.300 1.588
C -1.528 2.563 1.516
C -1.693 3.280 2.694
C -2.171 4.574 2.663
C -2.496 5.187 1.451
C -2.327 4.480 0.286
C -1.844 3.164 0.302
C -1.666 2.415 -0.933
N -1.170 1.189 -1.076
C -1.153 0.853 -2.429
C -1.645 1.898 -3.117
N -1.958 2.863 -2.165
H -1.437 2.790 3.627
H -2.298 5.120 3.594
H -2.872 6.203 1.426
H -2.576 4.964 -0.654
H -0.819 -0.115 -2.771
H -1.822 2.039 -4.173
H -2.376 3.755 -2.358
Cl -3.188 -6.585 -0.232
C -2.390 -5.055 -0.384
C -2.492 -4.129 0.633
C -1.828 -2.931 0.476
Cl -1.936 -1.682 1.710
C -1.068 -2.602 -0.636
O -0.416 -1.431 -0.736
C -1.006 -3.561 -1.637
Cl -0.072 -3.207 -3.057
C -1.651 -4.779 -1.517
H -3.074 -4.341 1.522
H -1.577 -5.510 -2.311
F 1.533 1.926 0.558
B 1.339 0.639 0.218
F 1.369 -0.332 1.223
I 3.469 -3.392 -2.868
C 3.105 -1.397 -2.452
C 3.596 -0.391 -3.271
C 3.342 0.936 -2.957
C 2.618 1.232 -1.833
N 2.150 0.247 -1.046
C 2.365 -1.049 -1.343
H 4.175 -0.643 -4.154
H 3.713 1.741 -3.578
H 2.395 2.243 -1.518
H 1.926 -1.777 -0.675

Partial atomic charges computed with the Mulliken method, in multiples of e: Mn 0.08; O -0.56; C 0.85; C -0.70; C -0.52; C -0.83; C -0.87; C 0.31; C 0.89; N 0.39; C -0.43; C -0.93; N -0.08; H 0.49; H 0.40; H 0.42; H 0.30; H 0.53; H 0.45; H 0.17; Cl -0.19; C 0.38; C -1.00; C 1.15; Cl -0.25; C -0.92; O -0.17; C 0.77; Cl -0.18; C -0.80; H 0.47; H 0.47; F -0.31; B 1.08; F -0.20; I 0.24; C -0.72; C 0.04; C -0.97; C -0.02; N -0.03; C -0.20; H 0.44; H 0.44; H 0.51; H 0.64

***

Record 2
Below is an isolated molecule of C3H6N2O2, with properties calculated with wB97M-V/def2-TZVPD.

SMILES: [H]/N=C/OCC(N)=O
Total charge: 0
E_LUMO, hartree: 0.0228
Spin multiplicity: 1
M, Da: 102.093
Relative energy (zero: lowest compared OMol25 entry of this formula, charge and spin), eV: 1.768
Maximum force, eV Å⁻¹: 0.43
Orbital gap, eV: 10.64

CARTESIAN COORDINATES (ANGSTROEM)
H -2.406 2.193 -1.081
N -2.357 1.661 -0.214
C -1.559 0.697 -0.367
O -1.395 -0.193 0.649
C -0.092 -0.660 0.920
C 0.849 -0.709 -0.287
N 2.122 -0.312 -0.033
O 0.489 -1.095 -1.385
H -0.986 0.435 -1.260
H 0.344 -0.057 1.729
H -0.200 -1.688 1.281
H 2.771 -0.330 -0.806
H 2.421 0.057 0.853

Partial atomic charges computed with the Mulliken method, in multiples of e: H 0.27; N -0.62; C 0.21; O -0.37; C -0.28; C 0.44; N -0.37; O -0.61; H 0.35; H 0.30; H 0.24; H 0.24; H 0.20

***

Record 3
Below is a cluster of 11 separate species, C50H130N8O19 in total in a non-equilibrium geometry, with properties calculated with wB97M-V/def2-TZVPD.

Total charge: 0
E_LUMO, hartree: 0.0057
Spin multiplicity: 1
M, Da: 1147.627
Maximum force, eV Å⁻¹: 4.27
Orbital gap, eV: 7.64

CARTESIAN COORDINATES (ANGSTROEM)
O -3.499 -10.392 11.958
H -3.878 -10.813 12.732
H -3.354 -9.461 12.142
H -2.689 -10.799 11.642
C -5.909 -11.430 15.874
C -4.609 -10.866 15.388
O -4.066 -11.653 14.300
H -5.796 -12.506 16.010
H -6.813 -11.313 15.277
H -6.092 -10.987 16.853
H -3.951 -10.884 16.257
H -4.784 -9.816 15.152
O -2.546 -14.043 15.028
H -2.687 -14.048 15.975
H -3.040 -13.285 14.716
C -8.598 -7.321 16.517
O -7.382 -7.244 17.240
C -6.241 -7.117 16.373
C -4.972 -6.915 17.155
N -5.179 -5.981 18.184
C -3.990 -5.762 18.932
C -4.151 -4.972 20.217
O -5.032 -5.676 21.085
C -5.088 -5.090 22.423
H -8.791 -6.537 15.784
H -9.508 -7.320 17.117
H -8.777 -8.189 15.883
H -6.333 -6.295 15.663
H -6.049 -8.020 15.793
H -4.188 -6.514 16.512
H -4.585 -7.861 17.534
H -6.039 -6.253 18.639
H -3.334 -5.115 18.349
H -3.529 -6.708 19.215
H -4.596 -4.032 19.888
H -3.198 -4.703 20.672
H -5.856 -5.633 22.975
H -5.321 -4.027 22.357
H -4.146 -5.270 22.942
C -6.247 -9.163 5.370
O -7.002 -9.771 6.483
C -8.292 -10.238 6.027
C -8.760 -11.191 7.146
N -8.786 -10.588 8.484
C -9.268 -11.438 9.555
C -8.988 -10.804 10.880
O -9.535 -11.546 11.971
C -9.219 -11.088 13.226
H -5.170 -9.114 5.531
H -6.552 -8.117 5.367
H -6.404 -9.614 4.390
H -8.106 -10.890 5.174
H -8.956 -9.404 5.800
H -8.122 -12.075 7.133
H -9.730 -11.626 6.906
H -7.963 -10.026 8.651
H -8.762 -12.397 9.664
H -10.349 -11.512 9.438
H -9.348 -9.778 10.943
H -7.904 -10.704 10.940
H -9.533 -10.052 13.352
H -8.169 -11.287 13.436
H -9.664 -11.732 13.985
C 0.985 -6.461 14.691
O 0.222 -7.428 13.937
C 0.023 -6.991 12.602
C -0.985 -7.880 11.848
N -2.137 -8.028 12.698
C -3.149 -6.960 12.545
C -4.422 -7.348 13.259
O -5.234 -8.213 12.475
C -6.544 -8.473 12.805
H 1.309 -7.042 15.554
H 0.409 -5.617 15.069
H 1.931 -6.136 14.259
H 1.017 -6.951 12.156
H -0.457 -6.014 12.642
H -0.553 -8.868 11.691
H -1.311 -7.549 10.863
H -1.629 -7.876 13.558
H -3.470 -6.770 11.521
H -2.729 -6.083 13.037
H -4.991 -6.433 13.417
H -4.183 -7.733 14.251
H -6.961 -7.890 13.627
H -6.753 -9.522 13.012
H -7.235 -8.258 11.991
C -3.931 -8.391 22.225
O -3.534 -9.699 21.700
C -3.565 -9.786 20.281
C -4.937 -9.617 19.657
N -5.947 -10.462 20.195
C -7.248 -10.159 19.698
C -7.845 -8.857 20.344
O -7.725 -8.881 21.791
C -8.469 -7.845 22.417
H -3.771 -8.500 23.297
H -4.996 -8.211 22.079
H -3.366 -7.554 21.815
H -3.144 -10.754 20.007
H -2.862 -9.089 19.824
H -4.968 -9.787 18.581
H -5.179 -8.577 19.875
H -5.814 -10.428 21.195
H -7.817 -11.022 20.042
H -7.355 -10.117 18.614
H -8.867 -8.806 19.969
H -7.361 -7.934 20.025
H -8.450 -8.079 23.481
H -9.495 -7.698 22.079
H -7.906 -6.913 22.362
C -13.727 -16.036 18.159
O -13.296 -15.112 19.160
C -13.908 -13.789 19.081
C -12.781 -12.690 19.094
N -12.151 -12.528 17.812
C -11.070 -11.606 17.945
C -10.331 -11.427 16.597
O -9.665 -12.646 16.266
C -8.626 -13.081 17.197
H -14.812 -16.127 18.215
H -13.179 -16.978 18.167
H -13.322 -15.615 17.239
H -14.403 -13.649 20.042
H -14.594 -13.668 18.243
H -12.029 -12.920 19.849
H -13.277 -11.742 19.301
H -11.790 -13.413 17.486
H -10.356 -11.801 18.745
H -11.466 -10.629 18.224
H -9.707 -10.541 16.714
H -11.058 -11.275 15.800
H -9.113 -13.580 18.034
H -8.073 -12.266 17.664
H -7.926 -13.738 16.679
C -7.101 -18.208 13.504
O -6.954 -16.824 13.564
C -5.719 -16.231 13.742
C -5.816 -14.739 14.157
N -5.460 -13.832 13.044
C -6.506 -13.671 11.972
C -5.967 -13.205 10.656
O -5.576 -11.853 10.753
C -5.345 -11.196 9.522
H -8.158 -18.434 13.358
H -6.817 -18.678 14.445
H -6.525 -18.707 12.725
H -5.240 -16.425 12.782
H -5.223 -16.918 14.428
H -4.981 -14.669 14.853
H -6.851 -14.615 14.476
H -5.230 -12.960 13.499
H -7.160 -12.844 12.249
H -7.083 -14.586 11.840
H -6.742 -13.306 9.896
H -5.102 -13.817 10.401
H -6.216 -10.955 8.911
H -4.627 -11.709 8.881
H -4.901 -10.211 9.665
C -5.554 -13.952 19.494
O -6.415 -14.926 18.957
C -5.975 -15.555 17.797
C -7.048 -16.568 17.409
N -6.786 -17.949 17.840
C -7.959 -18.767 17.520
C -7.717 -20.219 18.116
O -8.571 -21.100 17.446
C -8.430 -22.444 17.893
H -4.546 -14.315 19.695
H -6.076 -13.674 20.409
H -5.514 -13.135 18.774
H -5.066 -16.123 17.989
H -5.695 -14.906 16.966
H -7.038 -16.633 16.321
H -8.044 -16.251 17.718
H -6.723 -17.864 18.844
H -8.163 -18.731 16.450
H -8.831 -18.379 18.046
H -7.861 -20.147 19.194
H -6.682 -20.535 17.987
H -8.752 -22.637 18.916
H -7.362 -22.660 17.847
H -8.929 -23.141 17.221
C -1.463 -9.165 16.555
O -0.721 -8.355 17.474
C 0.020 -9.040 18.470
C 0.996 -8.133 19.235
N 2.015 -7.633 18.318
C 2.758 -6.495 18.810
C 3.923 -6.093 17.872
O 3.477 -5.543 16.635
C 4.579 -5.179 15.835
H -2.058 -9.892 17.107
H -0.826 -9.755 15.896
H -2.093 -8.477 15.992
H 0.628 -9.890 18.159
H -0.566 -9.539 19.241
H 1.432 -8.614 20.111
H 0.416 -7.307 19.647
H 1.435 -7.352 17.541
H 3.190 -6.734 19.782
H 2.122 -5.641 19.041
H 4.643 -6.904 17.768
H 4.542 -5.383 18.421
H 5.209 -6.025 15.561
H 5.068 -4.406 16.427
H 4.175 -4.870 14.871

Mulliken atomic charge list, values in e, 99 entries: O 0.20; H 0.11; H 0.39; H 0.41; C 0.85; C 1.48; O -0.53; H -0.32; H -0.16; H -0.48; H -0.35; H -1.19; O -0.75; H 0.29; H 0.14; C -0.81; O -0.23; C -0.08; C 0.11; N -0.30; C 0.14; C -1.28; O -0.07; C -0.93; H 0.37; H 0.35; H 0.12; H 0.53; H -0.33; H 0.62; H -0.66; H 0.28; H 0.43; H -0.11; H 0.44; H 0.47; H 0.20; H 0.34; H 0.36; C -0.82; O -0.25; C -0.60; C -0.67; N -0.28; C -0.67; C 0.11; O -0.49; C 0.16; H 0.25; H 0.31; H 0.30; H 0.41; H 0.35; H 0.27; H 0.49; H 0.29; H 0.15; H 0.43; H 0.63; H -0.37; H 0.50; H -0.50; H -0.01; C -0.41; O -0.32; C -0.68; C -0.98; N 0.06; C -1.14; C 0.61; O -0.53; C -0.50; H -0.18; H 0.35; H 0.38; H 0.47; H 0.35; H 0.32; H 0.48; H -0.03; H 0.37; H 0.59; H 0.67; H -0.66; H 0.23; H 0.08; H 0.35; C -0.41; O -0.52; C -0.25; C 1.31; N -0.23; C 0.19; C -0.55; O -0.42; C -0.65; H 0.33; H 0.13; H 0.17

***

The records above yield total energy values of -112615.3270 -10283.0299 -104765.4054 eV, respectively.